(1)
Below is the ion C6H15IN3O with charge +1 in a non-equilibrium geometry, with properties calculated with ωB97M-V/def2-TZVPD.

CARTESIAN COORDINATES (ANGSTROEM)
C 3.01078 0.77618 2.28134
C 0.04364 0.16718 -2.48874
C -2.61284 -0.33525 -0.03229
C -1.63110 0.91583 0.28235
C 1.74802 -0.47777 0.61297
C 0.69067 0.37687 -0.17587
N 1.97279 0.37952 1.73280
N -1.67538 -1.52128 -0.05667
N -0.40697 0.35907 0.68574
O 0.41711 -0.44006 -1.31637
I 3.45110 -1.09542 -0.76014
H 2.89436 1.29354 3.22695
H 4.05574 0.50002 1.89930
H 0.76633 0.71632 -2.96847
H -0.94820 0.73061 -2.34867
H -0.17410 -0.63519 -3.17128
H -3.29834 -0.60013 0.83688
H -3.27029 -0.08905 -0.90368
H -1.79854 1.58382 1.15110
H -1.45720 1.54567 -0.56528
H 1.34483 -1.31451 1.17209
H 0.84404 1.43117 -0.56693
H -1.15511 -1.55608 -0.93568
H -2.00710 -2.40878 0.28414
H 0.07856 0.77097 1.50200
H -0.88278 -1.07324 0.62242

As for the LUMO energy: -0.0991 Eh. Its largest force on an atom is 0.07386 hartree/bohr. The value obtained for the total energy is -21074.3299 eV. As for the frontier orbital gap: 9.8 eV. The charge is +1. The SMILES is C=N[C@H](I)[C@H](NCC[NH3+])OC.

=====

(2)
Below is a structure of composition C6H15InNO2 in a non-equilibrium geometry, with properties calculated with ωB97M-V/def2-TZVPD.

CARTESIAN COORDINATES (ANGSTROEM)
In 1.70770 -1.45706 0.10409
C 1.52611 0.31156 3.60685
O 1.12309 0.37131 2.25400
C 0.45198 1.60367 1.94082
C 0.26072 1.73369 0.42685
N -0.38928 0.56252 -0.19182
C -0.60944 0.68659 -1.63604
C -1.18006 -0.61002 -2.23921
O -0.35611 -1.66321 -1.86176
C -0.68897 -2.91986 -2.48173
H 1.96224 1.25311 3.97020
H 2.26310 -0.48619 3.70035
H 0.71122 0.08379 4.32250
H 1.06814 2.42102 2.31805
H -0.51353 1.56032 2.46216
H 1.20653 2.00074 -0.05381
H -0.36309 2.62577 0.25428
H -1.33022 0.51007 0.23964
H 0.34527 0.93183 -2.10672
H -1.33253 1.48554 -1.87083
H -1.27898 -0.44210 -3.32432
H -2.21285 -0.81695 -1.89556
H 0.19670 -3.54779 -2.52945
H -1.08353 -2.76558 -3.49163
H -1.48422 -3.43278 -1.91695

As for the LUMO energy: -0.6619 Eh. Its largest force on an atom is 0.05427 hartree/bohr. The value obtained for the total energy is -17186.0141 eV. As for the frontier orbital gap: 3.7 eV. The charge is +3.

=====

(3)
Below is an isolated molecule of C6H15N in a non-equilibrium geometry, with properties calculated with ωB97M-V/def2-TZVPD.

CARTESIAN COORDINATES (ANGSTROEM)
C 0.34522 1.42987 -2.34467
N 0.01957 1.02842 -0.98981
C 0.21430 -0.30799 -0.48559
C -0.82283 -0.29274 0.64871
C -1.63083 -1.60006 0.92902
C -0.37183 0.28328 2.06041
C 1.70397 -0.48205 -0.06675
H -0.16285 0.72024 -3.05513
H 1.40748 1.33370 -2.60900
H 0.08477 2.43577 -2.53087
H 0.23833 1.81574 -0.40139
H 0.00960 -1.01291 -1.25892
H -1.51938 0.44426 0.39987
H -0.85787 -2.48668 0.67975
H -2.30559 -1.56691 1.84673
H -2.38474 -1.60561 -0.00305
H 0.21693 1.28216 2.06197
H 0.44194 -0.43201 2.15645
H -1.23003 0.21529 2.65665
H 2.07547 0.51022 0.33932
H 2.09668 -1.09758 0.82988
H 2.43168 -0.61440 -0.86358

As for the LUMO energy: 0.0384 Eh. Its largest force on an atom is 0.09172 hartree/bohr. The value obtained for the total energy is -7952.9526 eV. As for the frontier orbital gap: 9.2 eV. The charge is 0. The SMILES is CN[C@@H](C)C(C)C.

=====

(4)
Below is an isolated molecule of C6H15N in a non-equilibrium geometry, with properties calculated with ωB97M-V/def2-TZVPD.

CARTESIAN COORDINATES (ANGSTROEM)
C -0.38366 1.70631 1.25448
C 0.69539 1.40459 0.11983
C 0.30225 0.12685 -0.80990
C 0.33552 -1.15357 0.02010
C 0.45564 -2.43468 -0.93971
C -0.95062 -1.30152 0.73166
N 0.67403 2.64814 -0.69716
H -0.36130 2.60540 1.80936
H -0.28153 0.82032 1.96476
H -1.40522 1.71793 0.94128
H 1.67895 1.26833 0.71980
H -0.82397 0.29502 -1.00769
H 0.86288 -0.03332 -1.73073
H 1.36408 -1.14369 0.60142
H -0.43548 -2.99367 -1.02985
H 1.30571 -3.02918 -0.51989
H 0.55751 -2.01860 -2.02229
H -1.78963 -1.21580 0.02808
H -1.05282 -0.64395 1.45570
H -1.32695 -2.15182 1.36082
H 0.86093 2.50689 -1.57241
H -0.28170 3.02002 -0.67766

As for the LUMO energy: 0.0407 Eh. Its largest force on an atom is 0.12989 hartree/bohr. The value obtained for the total energy is -7953.0109 eV. As for the frontier orbital gap: 10.2 eV. The charge is 0. The SMILES is CC(C)C[C@H](C)N.

=====

(5)
Below is a cluster of 2 separate species, C6H15N in total in a non-equilibrium geometry, with properties calculated with ωB97M-V/def2-TZVPD.

CARTESIAN COORDINATES (ANGSTROEM)
C 1.02587 2.38529 -0.34097
N 1.58977 1.04930 -0.41234
C 0.77768 0.11578 0.11424
C 0.08524 -0.73383 -0.99738
C -1.06253 -1.59065 -0.47715
C -2.32861 -0.76139 -0.18068
C 1.62428 -0.68744 1.13764
H -0.00088 2.47259 -0.71919
H 1.12545 2.66770 0.71868
H 1.62015 3.09033 -0.92517
H -0.13038 0.66655 0.85433
H -0.73789 0.98653 1.34920
H 0.92157 -1.28929 -1.42370
H -0.09191 0.07457 -1.71765
H -0.71954 -1.92602 0.50315
H -1.22790 -2.46196 -1.10415
H -3.12911 -1.10275 -0.83951
H -2.69795 -0.84870 0.83640
H -2.20752 0.28441 -0.46976
H 1.19261 -1.58798 1.57263
H 2.54444 -0.81892 0.58030
H 1.82718 0.01586 1.94109

As for the LUMO energy: -0.0217 Eh. Its largest force on an atom is 0.12915 hartree/bohr. The value obtained for the total energy is -7950.0535 eV. As for the frontier orbital gap: 6.8 eV. The charge is 0.

=====

(6)
Below is a cluster of 2 separate species, C6H15N2 in total, with properties calculated with ωB97M-V/def2-TZVPD.

CARTESIAN COORDINATES (ANGSTROEM)
C 3.73005 1.21260 -1.50396
C 0.54671 0.03866 -0.92439
C 2.16905 -0.93900 0.79614
C -2.19741 -1.07813 1.07484
C -3.22066 0.84630 0.02429
C 1.91001 -0.05246 -0.36274
N 2.84503 0.59016 -0.89906
N -2.04675 0.32187 0.70437
H 3.96440 2.23722 -1.24556
H 4.28456 0.73394 -2.30402
H 0.25507 -0.94325 -1.29567
H 0.48774 0.75349 -1.73989
H -0.21934 0.29885 -0.16840
H 1.68025 -0.53109 1.68080
H 1.72985 -1.91695 0.60730
H 3.23120 -1.04790 0.99714
H -3.04532 -1.25411 1.74609
H -2.35619 -1.66280 0.17078
H -1.28993 -1.42226 1.56943
H -3.07681 1.90434 -0.17298
H -3.34895 0.31870 -0.91778
H -4.13668 0.72114 0.61262
H -1.89587 0.87068 1.55064

As for the LUMO energy: -0.1503 Eh. Its largest force on an atom is 0.01204 hartree/bohr. The value obtained for the total energy is -9437.5713 eV. As for the frontier orbital gap: 8.0 eV. The charge is +1.

=====

Summary of molecular weight in g/mol
272.110 248.009 101.193 101.193 101.193 115.200
(order as listed above)